Here is one molecule with the formula C2H6N4S at a distorted geometry from OMol25. Energies are from the ωB97M-V functional and the def2-TZVPD basis.

Each line ends with the natural charge from an NBO analysis.
Positions of all 13 atoms, in Å:
C: -0.510 -0.749 -0.514  -0.2425
C: -0.743 0.585 0.151  -0.5255
N: 3.077 0.940 0.992  -0.0755
N: 2.380 0.304 0.401  0.2554
N: 0.900 -1.165 -0.290  -0.4619
N: 1.802 -0.217 -0.475  -0.2326
S: -2.529 0.618 0.549  -0.0882
H: -1.261 -1.395 -0.013  0.2088
H: -0.758 -0.836 -1.570  0.1904
H: -0.183 0.632 1.127  0.2250
H: -0.428 1.284 -0.573  0.2235
H: -2.916 1.878 1.138  0.1583
H: 1.169 -1.880 -0.923  0.3650

Values from the calculation:
Energy in a.u.: -696.8659
Max |F| in eV/Å: 5.04
E_HOMO in eV: -9.0
HOMO-LUMO gap in eV: 9.796
Spin multiplicity: 1
Relative energy (zero: lowest compared OMol25 entry of this formula, charge and spin) in kJ/mol: 420.51

***

Here is one molecule with the formula C20H19NO5 from OMol25. Energies are from the ωB97M-V functional and the def2-TZVPD basis.

Each line ends with the natural charge from an NBO analysis.
Positions of all 45 atoms, in Å:
C: -3.427 -1.110 2.787  -0.2482
H: -4.138 -1.475 3.526  0.2021
O: -3.907 -1.558 1.544  -0.5177
C: -3.196 -1.223 0.415  0.2292
C: -2.023 -0.496 0.391  -0.2495
C: -1.390 -0.225 -0.820  -0.0618
C: -1.942 -0.677 -2.004  -0.1881
C: -3.122 -1.402 -1.989  -0.2521
C: -3.755 -1.684 -0.791  0.2670
O: -4.906 -2.401 -0.781  -0.6598
H: -5.201 -2.482 0.137  0.4947
H: -3.569 -1.758 -2.902  0.2276
H: -1.464 -0.453 -2.944  0.2190
C: -0.106 0.577 -0.806  -0.0474
N: 0.841 0.042 0.150  -0.4016
C: 1.095 0.897 1.155  0.6065
O: 1.788 0.744 2.146  -0.6285
C: 0.341 2.145 0.846  0.2940
C: -0.342 1.985 -0.308  -0.2033
C: -1.197 2.919 -1.041  0.5710
O: -1.686 2.628 -2.112  -0.5396
C: -1.405 4.252 -0.375  -0.7117
H: -0.445 4.739 -0.220  0.2377
H: -1.859 4.107 0.603  0.2346
H: -2.044 4.878 -0.991  0.2343
O: 0.446 3.176 1.684  -0.6414
H: 1.056 2.896 2.394  0.5107
C: 1.393 -1.291 0.063  -0.2343
C: 2.878 -1.251 -0.205  -0.0543
C: 3.764 -1.936 0.614  -0.1897
C: 5.125 -1.886 0.371  -0.2029
C: 5.615 -1.144 -0.689  -0.2125
C: 4.738 -0.453 -1.508  -0.2217
C: 3.377 -0.508 -1.268  -0.1554
H: 2.698 0.034 -1.910  0.1964
H: 5.114 0.130 -2.335  0.2129
H: 6.678 -1.100 -0.876  0.2138
H: 5.805 -2.423 1.016  0.2138
H: 3.386 -2.507 1.449  0.2112
H: 1.209 -1.814 1.008  0.2189
H: 0.866 -1.815 -0.738  0.2303
H: 0.317 0.590 -1.817  0.2235
H: -1.580 -0.130 1.305  0.2138
H: -2.435 -1.519 3.004  0.1791
H: -3.389 -0.017 2.829  0.1793

Values from the calculation:
Energy in a.u.: -1204.5053
Max |F| in eV/Å: 0.67
E_HOMO in eV: -8.3
HOMO-LUMO gap in eV: 8.398
Spin multiplicity: 1
Relative energy (zero: lowest compared OMol25 entry of this formula, charge and spin) in kJ/mol: 117.65
SMILES: COc1cc([C@H]2C(C(C)=O)=C(O)C(=O)N2Cc2ccccc2)ccc1O

***

Here is a 10-piece molecular cluster, C5H29NO9 overall at a distorted geometry from OMol25. Energies are from the ωB97M-V functional and the def2-TZVPD basis.

Each line ends with the natural charge from an NBO analysis.
Positions of all 44 atoms, in Å:
C: 0.472 2.164 -2.130  -0.5899
C: 0.843 0.812 -1.481  -0.4937
C: 1.160 0.957 -0.041  0.2396
C: 0.175 0.658 0.910  0.0572
N: 0.266 0.940 2.202  -0.6722
C: 2.504 1.473 0.321  -0.7498
H: 0.427 2.058 -3.208  0.2465
H: -0.529 2.481 -1.823  0.2009
H: 1.193 2.936 -1.857  0.2195
H: 0.046 0.103 -1.645  0.2168
H: 1.700 0.393 -2.006  0.2730
H: -0.777 0.207 0.657  0.2438
H: 1.196 1.046 2.581  0.4127
H: -0.431 0.485 2.821  0.4637
H: 3.200 1.314 -0.504  0.3201
H: 2.939 0.991 1.195  0.2313
H: 2.452 2.552 0.531  0.2646
H: -0.618 -1.857 -1.118  0.5221
H: -0.087 -3.307 -1.447  0.5083
O: 0.189 -2.419 -1.186  -1.0080
H: -2.639 1.717 0.495  0.5054
H: -2.885 0.525 1.444  0.5005
O: -3.039 0.831 0.516  -0.9969
H: 0.911 -1.560 1.741  0.4535
H: 0.716 -2.456 0.529  0.5016
O: 0.734 -2.494 1.519  -0.9448
H: -0.789 3.048 0.159  0.4740
H: -1.108 2.839 1.611  0.4748
O: -1.510 3.098 0.800  -0.9167
H: 3.649 1.236 -3.117  0.4985
H: 2.916 0.024 -2.449  0.4928
O: 3.332 0.894 -2.261  -0.9809
H: 1.479 -1.829 -2.251  0.5055
H: 2.954 -2.153 -2.651  0.4906
O: 2.196 -1.558 -2.855  -0.9763
H: -0.999 -2.690 1.801  0.5049
H: -2.297 -2.442 0.964  0.4922
O: -1.984 -2.651 1.853  -0.9711
H: -2.139 -1.159 2.591  0.5157
H: -2.831 -0.258 3.669  0.5064
O: -2.232 -0.223 2.930  -1.0277
H: -2.488 -0.446 -0.411  0.5144
H: -2.850 -1.250 -1.696  0.5042
O: -2.245 -1.257 -0.936  -1.0274

Values from the calculation:
Energy in a.u.: -939.5684
Max |F| in eV/Å: 2.07
<S²>: 0.756
E_HOMO (alpha / beta) in eV: -13.5 / -14.1
HOMO-LUMO gap (alpha / beta) in eV: 10.522 / 7.715
Spin multiplicity: 2
Relative energy (zero: lowest compared OMol25 entry of this formula, charge and spin) in kJ/mol: 0.00
Total charge: +1

***

Here is C25H36F4MnO15S as an isolated structure at a distorted geometry from OMol25. Energies are from the ωB97M-V functional and the def2-TZVPD basis.

Each line ends with the Mulliken spin population.
Positions of all 82 atoms, in Å:
Mn: -0.477 0.811 -3.464  4.8889
F: 1.562 0.584 -3.558  0.0698
C: -1.461 -0.142 1.045  0.0033
F: -2.557 -0.803 0.604  -0.0010
F: -1.722 1.127 0.911  -0.0010
F: -1.206 -0.510 2.276  -0.0001
S: 0.098 -0.430 -0.189  0.0389
O: 1.299 -0.093 0.576  -0.0021
O: -0.022 -1.863 -0.438  -0.0008
O: -0.245 0.424 -1.386  -0.0393
O: -0.284 2.902 -3.007  0.0253
C: -0.375 4.112 -3.309  0.0041
O: 0.523 5.090 -3.158  0.0024
C: -0.095 6.398 -3.195  -0.0004
C: -1.526 6.080 -3.655  0.0004
C: -1.610 4.576 -3.991  0.0037
H: 0.268 7.180 -3.862  0.0001
H: -0.021 6.690 -2.148  0.0002
H: -1.810 6.784 -4.438  -0.0001
H: -2.236 6.259 -2.848  0.0002
H: -1.534 4.579 -5.078  0.0008
H: -2.463 4.084 -3.523  0.0003
O: 0.070 6.286 0.926  0.0000
C: 0.613 5.177 1.018  0.0001
O: 1.857 5.030 1.549  0.0000
C: 2.442 3.739 1.253  0.0001
C: 1.592 3.262 0.097  0.0000
C: 0.199 3.852 0.371  -0.0008
H: 2.366 2.963 2.015  0.0000
H: 3.435 4.072 0.948  0.0000
H: 1.327 2.205 0.102  -0.0007
H: 2.023 3.424 -0.891  -0.0004
H: -0.421 3.206 0.993  -0.0003
H: -0.275 4.046 -0.591  0.0002
O: 0.182 -6.012 1.709  0.0000
C: -0.733 -5.232 1.998  0.0001
O: -1.004 -4.768 3.280  0.0000
C: -2.109 -3.946 3.221  0.0000
C: -2.770 -4.410 1.920  0.0000
C: -1.638 -4.615 0.941  -0.0007
H: -1.828 -2.896 3.304  0.0001
H: -2.840 -4.232 3.977  0.0000
H: -3.500 -3.687 1.557  0.0000
H: -3.289 -5.364 2.011  0.0000
H: -1.197 -3.662 0.648  0.0005
H: -1.761 -5.313 0.112  0.0000
O: 3.109 -1.551 6.017  0.0000
C: 2.898 -1.936 4.865  0.0000
O: 1.865 -2.739 4.579  0.0000
C: 1.986 -3.240 3.273  0.0000
C: 3.150 -2.598 2.584  0.0002
C: 3.943 -1.868 3.697  0.0000
H: 1.062 -2.900 2.806  0.0000
H: 2.069 -4.326 3.277  0.0000
H: 2.928 -1.920 1.760  -0.0002
H: 3.903 -3.234 2.118  0.0000
H: 4.113 -0.827 3.423  0.0000
H: 4.861 -2.433 3.856  0.0000
O: -2.616 1.381 -2.920  0.0091
C: -3.586 1.588 -2.097  -0.0047
O: -3.761 2.765 -1.471  0.0038
C: -5.053 2.729 -0.820  0.0002
C: -5.132 1.262 -0.398  0.0001
C: -4.514 0.577 -1.547  0.0002
H: -5.862 3.084 -1.459  0.0000
H: -5.171 3.362 0.059  0.0002
H: -6.184 1.057 -0.199  0.0000
H: -4.673 1.055 0.568  0.0002
H: -5.141 0.307 -2.396  0.0002
H: -3.812 -0.201 -1.246  -0.0002
O: 3.199 -1.890 -2.917  0.0001
C: 3.453 -2.847 -2.217  -0.0003
O: 4.628 -3.520 -2.233  0.0000
C: 4.756 -4.353 -1.107  0.0000
C: 3.321 -4.645 -0.681  0.0000
C: 2.490 -3.502 -1.227  -0.0002
H: 5.224 -3.752 -0.327  0.0000
H: 5.438 -5.202 -1.131  0.0000
H: 3.366 -4.580 0.406  0.0000
H: 3.068 -5.586 -1.170  0.0000
H: 2.223 -2.666 -0.580  -0.0001
H: 1.604 -3.814 -1.779  -0.0001

Values from the calculation:
Energy in a.u.: -4051.4524
Max |F| in eV/Å: 4.54
<S²>: 8.754
E_HOMO (alpha / beta) in eV: -9.2 / -9.2
HOMO-LUMO gap (alpha / beta) in eV: 8.376 / 8.065
Spin multiplicity: 6
Relative energy (zero: lowest compared OMol25 entry of this formula, charge and spin) in kJ/mol: 376.76